1.
Below is a structure of composition C30H39Br3CaN4O, with properties calculated with ωB97M-V/def2-TZVPD.

Each line ends with the Löwdin charge.
Positions of all 78 atoms, in Å:
Ca1 -0.07161 2.20862 -0.58124  1.3065
C1 1.02841 -5.95985 -1.23553  -0.0580
C2 0.37317 -4.91237 -2.13709  -0.5584
C3 -1.07636 -5.33959 -2.40524  -0.0438
C4 1.14117 -4.86359 -3.46502  -0.0400
C5 0.38300 -3.52308 -1.49655  -0.1591
C6 -0.17592 -2.44417 -2.17592  -0.0828
C7 -0.14171 -1.21042 -1.57434  -0.5033
Br1 -0.91995 0.26864 -2.57102  0.8073
C8 0.42145 -0.90738 -0.31988  -0.4087
O1 0.38474 0.34023 0.12961  -0.4352
C9 0.96747 -2.00383 0.37269  -0.0793
C10 0.93034 -3.25830 -0.24691  0.0285
C11 1.60027 -1.94370 1.77736  -0.5300
C12 1.64793 -0.55560 2.42848  -0.0655
C13 3.04892 -2.45173 1.69517  -0.0362
C14 0.79545 -2.85754 2.71525  -0.0403
H1 0.99877 -6.93101 -1.73136  0.0930
H2 0.50472 -6.06162 -0.28192  0.0894
H3 2.07640 -5.72539 -1.03529  0.0913
H4 -1.09721 -6.32910 -2.86563  0.0917
H5 -1.58442 -4.64984 -3.08288  0.0772
H6 -1.64550 -5.38634 -1.47386  0.0897
H7 1.14476 -5.84987 -3.93266  0.0920
H8 2.17714 -4.55937 -3.30309  0.0939
H9 0.68784 -4.16471 -4.17115  0.0790
H10 -0.62122 -2.56341 -3.15538  0.1078
H11 1.36397 -4.08641 0.29580  0.0955
H12 2.22180 0.15514 1.83639  0.0801
H13 2.12772 -0.65528 3.40449  0.0896
H14 0.65049 -0.14104 2.58533  0.0631
H15 3.64241 -1.81981 1.03133  0.0951
H16 3.10903 -3.47594 1.32670  0.0810
H17 3.50683 -2.42983 2.68606  0.0917
H18 -0.24078 -2.51412 2.79470  0.0789
H19 1.23384 -2.84670 3.71534  0.0919
H20 0.77805 -3.89189 2.37017  0.0821
Br2 3.08825 7.58371 2.78281  0.8752
C15 2.19474 6.19891 1.90954  -0.6645
C16 1.06485 5.62859 2.47125  -0.0768
C17 0.45431 4.61343 1.76759  -0.1172
N1 0.88586 4.14976 0.58885  -0.0152
C18 1.99094 4.70491 0.05282  -0.1911
C19 2.66187 5.73516 0.69210  -0.0371
C20 2.46993 4.16117 -1.25932  -0.1979
C21 3.61819 4.64111 -1.86273  -0.0395
C22 4.02482 4.09862 -3.07184  -0.6632
Br3 5.57455 4.72978 -3.89631  0.8728
C23 3.27924 3.09030 -3.65473  -0.0679
C24 2.14682 2.66836 -2.98793  -0.1061
N2 1.73819 3.18037 -1.82031  -0.0258
H21 0.67355 5.96278 3.42112  0.1177
H22 -0.43362 4.14398 2.17638  0.1012
H23 3.54298 6.18888 0.26576  0.1074
H24 4.21257 5.42332 -1.41752  0.1060
H25 3.56615 2.64262 -4.59469  0.1205
H26 1.53768 1.87672 -3.40811  0.0891
C25 -4.26514 1.78462 2.43733  -0.0451
C26 -2.91700 2.24894 1.83436  -0.1331
N3 -2.63874 1.55746 0.56435  -0.1837
C27 -3.78065 1.74758 -0.34753  -0.1320
C28 -5.05691 1.07853 0.21328  -0.0421
N4 -4.74772 0.62586 1.61265  -0.0844
C29 -3.69890 -0.45280 1.58318  -0.0342
C30 -2.47135 0.11123 0.83375  -0.1371
H27 -5.03349 2.55328 2.39542  0.1411
H28 -4.16989 1.44035 3.46426  0.1419
H29 -2.10232 2.03654 2.52551  0.1305
H30 -2.94864 3.32333 1.66075  0.1256
H31 -3.53125 1.31283 -1.31266  0.0970
H32 -3.94392 2.81513 -0.48705  0.1333
H33 -5.35199 0.19667 -0.35064  0.1429
H34 -5.90233 1.76041 0.26569  0.1414
H35 -5.59713 0.25229 2.03369  0.1963
H36 -4.13242 -1.31781 1.08648  0.1437
H37 -3.48177 -0.71548 2.61629  0.1416
H38 -2.32974 -0.40158 -0.11504  0.1018
H39 -1.56198 -0.03968 1.40833  0.1108

E_tot	-268307.2799	eV
maximum force	0.010	Eh/bohr
net charge	+2



2.
Below is a structure of composition C30H39ClPSi2Tl, with properties calculated with ωB97M-V/def2-TZVPD.

Each line ends with the Löwdin charge.
Positions of all 74 atoms, in Å:
C1 3.36206 0.04314 -1.28846  -0.2417
C2 2.33802 0.47317 -2.21476  -0.1801
C3 2.03242 1.85619 -1.92547  -0.1939
H1 1.81259 -0.17492 -2.94032  0.0987
C4 2.88407 2.29056 -0.84904  -0.1808
C5 3.67279 1.17399 -0.42609  -0.2362
H2 4.32426 1.14105 0.46705  0.0756
H3 3.73634 -0.99058 -1.15877  0.0900
H4 1.22557 2.45308 -2.39437  0.1112
H5 2.79760 3.25196 -0.30804  0.1153
Tl1 1.32403 0.40552 0.03570  0.6057
Cl1 0.43670 1.87152 1.50917  0.1258
P1 -2.10640 0.87838 -1.31723  1.0722
C6 -2.72542 2.38910 -2.14358  -0.3826
C7 -3.44335 2.39412 -3.34747  -0.0821
H6 -3.66361 1.45608 -3.84661  0.1009
C8 -3.88001 3.59525 -3.90566  -0.0822
H7 -4.43416 3.58045 -4.84077  0.1034
C9 -3.61325 4.80549 -3.27141  -0.0876
H8 -3.95660 5.73982 -3.70878  0.1024
C10 -2.89782 4.81352 -2.07344  -0.0844
H9 -2.68223 5.75469 -1.57445  0.1042
C11 -2.44747 3.62242 -1.51806  -0.0986
H10 -1.87875 3.63124 -0.59292  0.0983
C12 -2.42268 -0.38889 -2.59937  -0.3842
C13 -1.43107 -0.56201 -3.58713  -0.1066
H11 -0.53001 0.04451 -3.54730  0.0858
C14 -1.60309 -1.49172 -4.60490  -0.0853
H12 -0.83322 -1.60672 -5.36381  0.1038
C15 -2.75155 -2.28276 -4.64876  -0.0871
H13 -2.87916 -3.01626 -5.44113  0.1028
C16 -3.72946 -2.13147 -3.66991  -0.0794
H14 -4.62578 -2.74594 -3.69525  0.1043
C17 -3.57041 -1.19058 -2.65259  -0.0787
H15 -4.34264 -1.07552 -1.89909  0.1020
C18 -3.46127 0.53644 -0.13276  -0.3740
C19 -4.69929 1.19475 -0.13692  -0.0795
H16 -4.89742 1.96153 -0.87879  0.1012
C20 -5.67676 0.86824 0.80195  -0.0815
H17 -6.63024 1.38963 0.78543  0.1035
C21 -5.43867 -0.12004 1.75258  -0.0856
H18 -6.20326 -0.37345 2.48260  0.1024
C22 -4.20973 -0.78123 1.76770  -0.0776
H19 -4.01421 -1.55200 2.50988  0.1054
C23 -3.22640 -0.45221 0.84296  -0.1018
H20 -2.26673 -0.95860 0.86557  0.0734
C24 4.26269 -3.04816 0.98409  -0.1740
Si1 4.42881 -1.34097 1.75823  0.4389
C25 5.11373 -1.48040 3.51479  -0.1874
C26 5.95465 -0.63354 0.88044  -0.1980
C27 2.76055 -0.36088 1.78537  -0.4240
Si2 1.59214 -1.14437 3.08647  0.3574
C28 1.89771 -0.29319 4.72974  -0.1759
C29 -0.25072 -1.06894 2.75905  -0.2514
C30 1.76789 -3.00983 3.32648  -0.1955
H21 5.24412 -3.54943 1.01932  0.0415
H22 3.95261 -2.95818 -0.06497  0.0245
H23 3.54193 -3.68495 1.50887  0.0077
H24 6.06372 -2.03729 3.48487  0.0398
H25 5.30789 -0.46863 3.89753  0.0403
H26 4.43037 -1.99782 4.19565  0.0087
H27 5.80428 -0.54591 -0.20017  0.0209
H28 6.22361 0.33965 1.30836  0.0368
H29 6.79951 -1.32249 1.04217  0.0407
H30 3.00150 0.64266 2.24163  0.0161
H31 1.65796 0.77316 4.62655  0.0336
H32 1.24642 -0.73857 5.49932  0.0389
H33 2.94414 -0.40007 5.03760  0.0170
H34 -0.42694 -1.56818 1.79838  0.0144
H35 -0.77157 -1.62298 3.55310  0.0448
H36 -0.65327 -0.05019 2.75783  -0.0205
H37 1.48127 -3.52510 2.39989  0.0350
H38 2.77726 -3.30540 3.62870  0.0131
H39 1.07340 -3.32092 4.12354  0.0398

E_tot	-74001.5278	eV
maximum force	0.069	Eh/bohr



3.
Below is a structure of composition C30H39F6GeN7O4PS2Zr, with properties calculated with ωB97M-V/def2-TZVPD.

Each line ends with the Löwdin charge.
Positions of all 91 atoms, in Å:
Zr1 -0.13859 -0.21910 0.06133  1.6121
C1 -2.78903 -0.26060 -4.30834  0.0283
N1 -2.60231 -0.83763 -2.98374  -0.0855
C2 -3.60570 -1.11336 -2.10193  -0.0092
C3 -3.00910 -1.51393 -0.94422  -0.0927
N2 -1.64684 -1.51796 -1.11154  -0.0849
C4 -1.42959 -1.08909 -2.36898  -0.4748
P1 0.19048 -1.23206 -3.23950  1.2383
C5 0.88280 -2.35190 -1.96258  -0.4425
N3 0.89757 -2.10760 -0.64512  -0.0812
C6 1.47647 -3.20231 -0.06336  -0.0866
C7 1.79998 -4.10690 -1.03265  0.0008
N4 1.41853 -3.55922 -2.22009  -0.0934
C8 1.56732 -4.19539 -3.52569  0.0119
C9 1.06282 0.26043 -2.59593  -0.4444
N5 1.45456 0.41534 -1.32006  -0.0949
C10 2.08830 1.63439 -1.25905  -0.0793
C11 2.09977 2.19306 -2.50032  0.0054
N6 1.44990 1.31902 -3.32818  -0.0837
C12 1.29618 1.49905 -4.76817  0.0204
H1 -3.59938 -0.77047 -4.82337  0.1159
H2 -3.04101 0.79591 -4.22088  0.1069
H3 -1.87380 -0.36108 -4.88775  0.0744
H4 -4.64687 -1.00476 -2.35586  0.1549
H5 -3.48680 -1.81594 -0.02763  0.1105
H6 1.65265 -3.26945 0.99530  0.1017
H7 2.25994 -5.07793 -0.96345  0.1452
H8 1.92608 -5.20998 -3.38172  0.1079
H9 0.61187 -4.23225 -4.04483  0.0988
H10 2.28915 -3.66388 -4.14362  0.1062
H11 2.52690 1.99603 -0.34555  0.1249
H12 2.51823 3.11964 -2.85646  0.1510
H13 2.24733 1.80797 -5.19529  0.1142
H14 0.98826 0.56466 -5.22960  0.0734
H15 0.55219 2.26538 -4.98103  0.1086
F1 0.72438 4.17520 1.67477  0.1876
C13 -0.04559 3.61805 2.59300  -0.6657
F2 0.69546 3.17080 3.59757  0.1756
F3 -0.95644 4.44390 3.01262  0.2345
S1 -0.76648 2.09584 1.79240  0.6922
O1 0.38025 1.57881 1.03195  -0.4642
O2 -1.09164 1.22189 2.92245  -0.3591
N7 -1.90896 2.60209 0.90026  -0.2510
S2 -2.17468 2.06726 -0.55958  0.6977
O3 -1.03028 1.27703 -1.09946  -0.4772
O4 -3.44746 1.51600 -0.81570  -0.1840
C14 -1.84142 3.61134 -1.56017  -0.6531
F4 -0.59067 3.96380 -1.21467  0.1387
F5 -2.64681 4.61162 -1.39156  0.2366
F6 -1.84530 3.22743 -2.83732  0.1547
C15 -3.38963 -0.54417 6.59992  -0.0783
C16 -2.27488 -0.13749 5.64791  -0.2819
C17 -0.88998 -0.63385 6.06917  -0.2566
C18 0.17831 -0.31775 5.03281  -0.2074
Ge1 -0.41773 -0.78890 3.16068  1.1302
C19 -1.26491 -2.43556 2.34311  -0.2447
C20 -2.30052 -3.14084 3.21074  -0.2604
C21 -3.70880 -2.56030 3.09056  -0.2685
C22 -4.66231 -3.21080 4.08915  -0.0769
H16 -4.35945 -0.23283 6.21387  0.0863
H17 -3.24718 -0.07273 7.57193  0.0902
H18 -3.40648 -1.62501 6.74443  0.0718
H19 -2.25306 0.94908 5.53144  0.1185
H20 -2.48129 -0.56321 4.64456  0.0527
H21 -0.92822 -1.70678 6.26798  0.1175
H22 -0.59910 -0.14178 7.00098  0.1332
H23 1.11033 -0.86378 5.18570  0.0864
H24 0.37993 0.75143 4.96934  0.0749
H25 -1.67400 0.13155 0.89613  -0.0351
H26 -0.37025 -3.04883 2.20650  0.0688
H27 -1.66845 -2.16165 1.36533  0.0246
H28 -1.98523 -3.11776 4.25805  0.1113
H29 -2.32391 -4.19163 2.91029  0.1317
H30 -4.08152 -2.73115 2.07603  0.1019
H31 -3.67723 -1.47634 3.25155  0.0959
H32 -4.64649 -4.29603 3.98176  0.0881
H33 -5.68489 -2.87361 3.92978  0.0868
H34 -4.38101 -2.96914 5.11463  0.0631
C23 1.20160 -0.69975 1.97641  -0.2468
C24 2.39921 -0.54353 2.23229  -0.0117
C25 3.75440 -0.38856 2.55251  -0.2310
C26 4.63238 -1.48671 2.50217  -0.0015
C27 5.92777 -1.34360 2.94993  -0.0320
C28 6.36268 -0.11819 3.44868  -0.0064
C29 5.50357 0.97661 3.48988  -0.0329
C30 4.20686 0.85335 3.03858  -0.0024
H35 4.28407 -2.43680 2.11862  0.1200
H36 6.60359 -2.18725 2.92216  0.1252
H37 7.37828 -0.01700 3.80749  0.1294
H38 5.85168 1.92281 3.88084  0.1249
H39 3.52827 1.69635 3.07315  0.1190

E_tot	-155398.8133	eV
maximum force	0.088	Eh/bohr
net charge	+3



Among the records above, which one has the highest maximum force? C30H39F6GeN7O4PS2Zr



Which formula does entry 3 have? C30H39F6GeN7O4PS2Zr



E_tot of number 2 (C30H39ClPSi2Tl)? -74001.5278 eV



The lowest E_tot belongs to which entry? C30H39Br3CaN4O